No. 1
{"formula": "C16H32NO2", "method": "ωB97M-V/def2-TZVPD", "orbital_gap_ev": 9.1499, "fmax_ev_per_a": 10.37, "homo_ev": -12.609, "total_energy_ev": -22680.5410, "total_charge": 1, "lumo_energy_ev": -3.46, "species": ["C", "C", "C", "C", "N", "C", "C", "C", "O", "C", "C", "C", "O", "H", "H", "H", "H", "H", "H", "H", "H", "H", "H", "H", "H", "H", "H", "H", "H", "H", "H", "C", "C", "C", "C", "C", "C", "H", "H", "H", "H", "H", "H", "H", "H", "H", "H", "H", "H", "H", "H"], "positions_angstrom": [[4.24312, -0.38646, 0.11508], [3.44532, -1.27574, 0.89489], [2.37535, -2.34715, 1.60531], [1.21311, -2.72821, 0.51376], [1.59629, -3.89330, -0.39407], [0.76071, -5.16406, -0.13344], [0.21969, -4.82137, 1.40956], [-0.26460, -3.25262, 1.09484], [-0.52605, -2.51687, 2.34087], [-1.77421, -1.74178, 2.28772], [-1.99548, -0.86192, 0.92344], [-3.26503, -1.51130, 0.06235], [-2.43790, 0.50066, 1.35674], [4.51525, 0.51787, -0.60269], [1.96627, -1.77153, 2.56623], [2.97545, -3.29244, 2.00886], [0.90330, -1.83110, -0.19382], [2.59938, -4.18079, -0.46303], [1.19775, -3.56317, -1.31894], [1.53436, -6.04074, -0.25766], [-0.06059, -5.14144, -0.98036], [1.01677, -4.84631, 2.27634], [-0.76376, -5.44827, 1.50780], [-1.12433, -3.44388, 0.32466], [-1.71102, -0.95417, 3.18300], [-2.74768, -2.37824, 2.51264], [-1.04033, -0.70548, 0.26640], [-4.24034, -1.50753, 0.73249], [-3.07920, -2.64654, -0.23259], [-3.42616, -0.94360, -0.96414], [-3.29862, 0.39608, 1.89403], [-1.89015, 2.44070, -1.49976], [-0.38097, 2.35674, -1.31769], [0.14123, 3.27901, -0.21296], [-0.08001, 4.77699, -0.45433], [0.52317, 5.32368, -1.75048], [2.03724, 5.19926, -1.80459], [-2.20530, 3.44332, -1.80136], [-2.21563, 1.74241, -2.27694], [-2.40919, 2.18118, -0.57180], [0.11830, 2.57098, -2.26734], [-0.12133, 1.32376, -1.05806], [1.21116, 3.08598, -0.07344], [-0.33960, 3.00786, 0.73586], [0.34071, 5.32992, 0.39525], [-1.15475, 4.99278, -0.44837], [0.25715, 6.38417, -1.83768], [0.08149, 4.82537, -2.61976], [2.50201, 5.73495, -0.97043], [2.41811, 5.62804, -2.73701], [2.35951, 4.15432, -1.76536]], "lowdin_charge": [0.07, -0.08, -0.12, -0.19, 0.02, -0.09, -0.06, -0.23, -0.15, -0.13, -0.32, -0.07, -0.13, 0.07, 0.15, 0.13, 0.16, 0.19, 0.19, 0.15, 0.16, 0.15, 0.14, 0.15, 0.16, 0.15, 0.14, 0.10, 0.07, 0.10, 0.13, -0.11, -0.27, -0.23, -0.22, -0.27, -0.12, 0.07, 0.07, 0.06, 0.10, 0.08, 0.10, 0.11, 0.11, 0.10, 0.11, 0.10, 0.08, 0.07, 0.06]}

***

No. 2
{"formula": "C16H32NO2P2PmSi", "method": "ωB97M-V/def2-TZVPD", "orbital_gap_ev": [5.6313, 4.9158], "s_squared": 6.340, "fmax_ev_per_a": 3.53, "multiplicity": 5, "homo_ev": [-11.960, -11.159], "total_energy_ev": -65687.1863, "total_charge": 2, "lumo_energy_ev": [-6.33, -6.24], "species": ["Pm", "P", "C", "C", "N", "C", "C", "C", "C", "C", "P", "H", "H", "H", "H", "H", "H", "H", "H", "O", "H", "H", "O", "H", "C", "H", "H", "H", "C", "H", "H", "H", "C", "H", "H", "H", "C", "H", "H", "H", "C", "Si", "C", "C", "C", "C", "H", "H", "H", "H", "H", "H", "H", "H", "H"], "positions_angstrom": [[0.42125, 0.68579, 0.17448], [2.77115, -1.54377, 0.09547], [2.36896, -1.34017, -1.64566], [1.11153, -1.51640, -2.33956], [-0.06989, -0.88674, -1.84424], [-1.24332, -1.23426, -2.43528], [-1.33941, -2.17178, -3.46301], [-0.16693, -2.67931, -4.02254], [1.05550, -2.27690, -3.53046], [-2.64329, -0.65286, -2.02615], [-2.76699, 0.99149, -1.29974], [2.04546, -2.59515, -3.94615], [-2.33300, -2.44867, -3.82134], [-0.21899, -3.39622, -4.83602], [-3.32808, -0.67536, -2.89831], [-3.11618, -1.37709, -1.33839], [2.63058, 2.39946, -1.41692], [3.25373, -1.04927, -2.25747], [-0.31218, 6.68053, -1.66297], [1.72872, 2.12206, -1.33052], [1.33754, 2.13468, -2.27003], [-1.32217, 0.85880, -0.85918], [-0.72199, 5.78436, -1.56014], [0.07957, 5.28761, -1.86872], [-2.99745, 2.21074, -2.59586], [-3.90293, 2.16945, -3.19151], [-3.03330, 3.19924, -2.11845], [-2.18324, 2.23546, -3.33115], [-4.06991, 1.13723, -0.11296], [-3.84200, 1.91505, 0.60736], [-5.06414, 1.39553, -0.52479], [-4.26994, 0.23386, 0.48212], [2.59348, -3.32920, 0.22652], [3.55381, -3.80289, 0.00958], [2.21005, -3.65776, 1.19143], [1.86547, -3.62176, -0.53919], [4.39520, -0.86987, 0.50476], [4.45022, -0.54903, 1.55001], [5.18216, -1.61580, 0.34127], [4.60272, 0.00999, -0.12134], [1.32682, -0.62825, 5.01907], [0.15107, 0.11433, 3.78977], [-1.54600, -0.64601, 3.88914], [-0.02223, 1.95718, 4.04958], [0.90907, -0.35261, 2.15324], [1.62436, -0.86240, 1.22634], [0.99322, -0.43645, 6.04450], [2.33371, -0.21474, 4.89598], [1.39853, -1.71109, 4.87049], [-1.81326, -0.84703, 4.93512], [-2.30900, 0.01753, 3.46404], [-1.57009, -1.59392, 3.33907], [0.78188, 2.52056, 3.56097], [-0.98177, 2.32378, 3.66515], [0.01190, 2.19808, 5.12254]], "lowdin_charge": [1.38, 0.75, -0.27, -0.34, -0.02, -0.32, -0.04, -0.03, -0.02, -0.26, 0.95, 0.14, 0.12, 0.13, 0.11, 0.12, 0.07, 0.08, 0.07, -0.16, 0.12, -0.06, -0.10, 0.04, -0.18, 0.08, 0.07, 0.08, -0.18, 0.07, 0.10, 0.08, -0.17, 0.07, 0.06, 0.06, -0.16, 0.07, 0.07, 0.06, -0.18, 0.41, -0.17, -0.17, -0.36, -0.50, 0.04, 0.04, 0.04, 0.05, 0.02, 0.04, 0.03, 0.03, 0.05]}

***

No. 3
{"formula": "C16H32O2P2Pt", "method": "ωB97M-V/def2-TZVPD", "orbital_gap_ev": [3.1974, 5.4856], "s_squared": 2.014, "fmax_ev_per_a": 3.97, "multiplicity": 3, "homo_ev": [-3.417, -5.718], "total_energy_ev": -43019.1280, "total_charge": 0, "lumo_energy_ev": [-0.22, -0.23], "species": ["P", "P", "C", "C", "H", "H", "H", "H", "C", "H", "H", "H", "C", "H", "H", "H", "C", "H", "H", "H", "C", "H", "H", "H", "Pt", "C", "C", "C", "C", "C", "C", "C", "C", "C", "H", "H", "H", "H", "H", "H", "H", "H", "H", "H", "H", "H", "H", "H", "H", "O", "C", "O", "H"], "positions_angstrom": [[0.40899, -2.84430, 0.76715], [0.01330, 3.16744, 2.10721], [1.06524, 1.24174, 0.23418], [1.30521, 2.51716, 0.93591], [0.12501, 1.55555, -0.29805], [1.93624, 1.01569, -0.39419], [2.36994, 2.53718, 1.24188], [1.11103, 3.29627, 0.17297], [-1.51397, 3.60763, 1.28880], [-1.68488, 4.68663, 1.54756], [-2.34704, 3.01884, 1.62889], [-1.43292, 3.49121, 0.20187], [0.80670, 4.31561, 3.19186], [0.55532, 5.33556, 2.88284], [1.91015, 4.20340, 3.08498], [0.55380, 4.19411, 4.23757], [-0.71251, -4.22241, 0.58353], [-0.59205, -4.99987, 1.31489], [-0.67865, -4.72103, -0.38370], [-1.71876, -3.83106, 0.65255], [2.02903, -3.74187, 0.86978], [2.88009, -3.03562, 1.02146], [2.25186, -4.23686, -0.09788], [2.09481, -4.51861, 1.62552], [-0.00772, -0.39676, -0.51400], [0.24735, 0.91047, -2.30918], [-1.10457, 1.03673, -1.87108], [-2.15755, 0.22864, -2.46821], [-1.63896, -1.17382, -2.69323], [-0.80038, -1.81591, -1.66633], [0.60756, -1.96548, -1.79590], [1.50847, -1.34390, -2.81836], [0.91989, 0.08886, -3.37570], [0.14715, -1.85781, 2.21804], [0.84819, 1.84850, -2.21108], [-1.33247, 2.08925, -1.59213], [-2.46604, 0.76583, -3.38679], [-3.01869, 0.23968, -1.81606], [-2.46349, -1.85062, -2.69404], [-1.07028, -1.24836, -3.58432], [-1.26802, -2.70719, -1.26864], [0.90191, -2.99336, -1.59969], [1.84628, -1.98555, -3.65119], [2.47928, -0.97920, -2.35303], [1.83407, 0.65435, -3.66884], [0.34445, -0.04182, -4.33681], [0.80572, -1.00212, 1.93572], [0.40818, -2.57885, 2.98945], [-0.87716, -1.47172, 2.41274], [-2.19183, 0.48291, 3.06167], [-1.46361, 1.37327, 3.46846], [-0.33229, 1.78496, 2.74641], [-1.44138, 1.87661, 4.42455]], "lowdin_charge": [0.76, 0.84, -0.44, -0.38, -0.05, 0.04, 0.10, 0.07, -0.11, 0.08, 0.06, 0.06, -0.15, 0.06, 0.08, 0.06, -0.29, 0.03, 0.05, 0.04, -0.26, 0.05, 0.04, 0.02, 1.00, -0.31, -0.32, -0.23, -0.23, -0.47, -0.40, -0.18, -0.20, -0.33, 0.10, 0.09, 0.12, 0.10, 0.10, 0.09, 0.05, 0.05, 0.09, 0.11, 0.09, 0.10, 0.01, 0.02, 0.03, 0.11, -0.27, -0.20, 0.14]}

***

No. 4
{"formula": "C16H32O3PYb", "method": "ωB97M-V/def2-TZVPD", "orbital_gap_ev": [3.7284, 4.1882], "s_squared": 1.124, "fmax_ev_per_a": 4.17, "multiplicity": 2, "homo_ev": [-13.326, -13.346], "total_energy_ev": -64047.8879, "total_charge": 2, "lumo_energy_ev": [-9.60, -9.16], "species": ["C", "H", "H", "H", "C", "H", "H", "C", "H", "H", "H", "C", "C", "C", "C", "C", "C", "C", "C", "C", "C", "Yb", "H", "H", "H", "H", "H", "H", "H", "H", "H", "H", "H", "H", "H", "H", "H", "C", "O", "P", "O", "C", "O", "C", "H", "H", "H", "H", "H", "H", "H", "H", "H"], "positions_angstrom": [[1.60339, 2.08256, -1.22146], [2.28231, 2.29485, -0.39957], [1.93574, 1.34190, -1.93334], [1.25833, 0.62125, 2.72306], [0.35787, 2.82709, -1.24130], [-0.50647, 2.20320, -1.51555], [0.20794, 3.16103, -0.24710], [0.64549, 3.96260, -2.20271], [-0.17139, 4.61535, -2.29903], [1.47185, 4.52902, -1.82387], [0.93175, 3.57653, -3.15712], [-0.83813, -1.97702, -0.49567], [-1.44252, -1.02856, -1.35046], [-0.47187, -0.60530, -2.28888], [0.74096, -1.28034, -2.00260], [0.51265, -2.13255, -0.89281], [1.47538, -3.07460, -0.28480], [1.99297, -1.17561, -2.78716], [-0.70181, 0.29075, -3.44213], [-2.87170, -0.66623, -1.33570], [-1.52482, -2.76749, 0.54278], [0.98893, 1.02984, 0.58746], [2.86938, -1.47321, -2.19208], [1.98649, -1.80797, -3.69531], [2.16571, -0.14663, -3.13676], [2.45812, -3.02588, -0.77446], [1.62234, -2.83743, 0.78342], [1.13974, -4.12763, -0.33415], [-2.50222, -2.33277, 0.79086], [-1.71665, -3.80829, 0.21319], [-0.93701, -2.80979, 1.47212], [-3.13790, -0.00839, -2.17501], [-3.50677, -1.56430, -1.42283], [-3.16484, -0.15526, -0.40067], [0.01869, 1.12517, -3.48108], [-0.61189, -0.25491, -4.40005], [-1.71236, 0.72442, -3.41809], [1.77103, -0.74225, 3.19259], [0.18527, -1.17789, 2.70356], [-1.09314, -0.24995, 3.01728], [-0.69848, 0.57899, 4.38902], [-1.28659, 0.19123, 5.65005], [-1.06087, 1.11592, 1.93399], [-1.13983, 2.51102, 2.39466], [2.52824, -0.99866, 2.42294], [1.98866, -1.41672, 4.06875], [2.00892, 0.28927, 3.67706], [-2.27101, -0.25949, 5.50801], [-0.65710, -0.53530, 6.16046], [-1.41642, 1.06326, 6.29365], [-1.80623, 2.70924, 3.25085], [-0.11168, 2.81078, 2.65139], [-1.50551, 3.12034, 1.55581]], "lowdin_charge": [-0.17, 0.05, 0.06, 0.05, -0.35, 0.12, 0.07, -0.04, 0.08, 0.10, 0.09, -0.24, -0.19, -0.21, -0.24, -0.20, 0.00, -0.04, -0.01, -0.01, -0.05, 1.58, 0.08, 0.11, 0.07, 0.08, 0.08, 0.12, 0.08, 0.11, 0.05, 0.08, 0.12, 0.10, 0.08, 0.12, 0.08, -0.07, -0.42, 0.91, -0.38, -0.09, -0.55, -0.11, 0.08, 0.13, 0.10, 0.09, 0.09, 0.10, 0.11, 0.07, 0.09]}